(1)
{
  "formula": "CHIS2",
  "method": "ωB97M-V/def2-TZVPD",
  "elements": ["C", "S", "S", "I", "H"],
  "xyz": [[0.2874, -0.1447, -0.0359], [0.7204, 1.1879, -1.0251], [0.6650, 1.1187, 1.0755], [-2.3589, -1.0221, 0.0311], [0.6860, -1.1398, -0.0457]],
  "max_force_ha_per_bohr": 0.043,
  "e_homo_ev": [-9.12, -9.12],
  "total_energy_ev": -30822.1740,
  "orbital_gap_ev": [7.30, 7.30],
  "total_charge": 0,
  "e_above_lowest_kcal_mol": 42.43
}



(2)
{
  "formula": "CHIS2",
  "method": "ωB97M-V/def2-TZVPD",
  "elements": ["C", "S", "S", "I", "H"],
  "xyz": [[1.7557, 1.0302, -0.0507], [2.7230, 2.6877, 0.1553], [0.0797, 1.1565, -0.2412], [2.7581, -0.7839, 0.0861], [-0.2335, -0.1492, -0.0760]],
  "max_force_ha_per_bohr": 0.108,
  "e_homo_ev": -8.74,
  "total_energy_ev": -30822.3272,
  "orbital_gap_ev": 7.46,
  "total_charge": 0,
  "e_above_lowest_kcal_mol": 38.90
}



(3)
{
  "formula": "CHN2O3",
  "method": "ωB97M-V/def2-TZVPD",
  "elements": ["C", "N", "N", "O", "O", "O", "H"],
  "xyz": [[-1.1818, 0.3573, -0.1369], [1.3555, -0.0180, 0.4539], [0.2634, -0.0503, -0.3817], [-1.8739, -0.7140, -0.1180], [-1.4672, 1.5568, -0.0431], [0.6136, -1.2143, 0.3494], [2.2906, 0.0825, -0.1237]],
  "max_force_ha_per_bohr": 0.068,
  "e_homo_ev": -4.40,
  "total_energy_ev": -10172.5927,
  "orbital_gap_ev": 8.83,
  "total_charge": -1,
  "e_above_lowest_kcal_mol": 59.43
}